(1)
19
Properties=species:S:1:pos:R:3:forces:R:3 method="wB97M-V/def2-TZVPD" smiles="CC(=O)N(O)[C@@H](C)NO" homo_lumo_gap_ha=0.323 homo_energy_ha=-0.3032
C 1.047502 -0.403063 -2.243466 0.651 0.436 -0.003
C -0.222391 -0.090813 -1.502174 -1.671 -3.390 -0.004
O -1.272643 0.093254 -2.095726 1.491 0.198 1.604
N -0.277673 -0.903464 -0.037090 -0.209 -0.153 -1.698
O 1.053963 -1.062660 0.531853 -0.683 -0.336 -0.440
C -0.992362 0.084308 0.717321 0.583 2.829 -0.873
C -0.948072 0.008376 2.230979 0.087 -0.318 -0.013
N -0.364982 1.383648 0.152076 0.448 -0.478 0.752
O 0.979251 1.614212 0.596211 -0.567 -0.226 0.158
H 1.660552 0.497815 -2.327393 0.091 -0.144 -0.078
H 1.638456 -1.197431 -1.788701 -0.097 0.318 0.357
H 0.787622 -0.775479 -3.236050 -0.227 0.440 0.046
H 1.096484 -2.024504 0.654849 0.103 0.455 -0.012
H -2.022218 0.092045 0.350706 0.202 -0.054 -0.013
H -1.544150 0.807757 2.680014 0.128 -0.107 -0.199
H 0.070137 0.051908 2.621930 -0.131 0.130 -0.135
H -1.366681 -0.953803 2.540644 -0.022 0.087 -0.031
H -0.663574 2.073013 -0.535656 -0.168 -0.401 0.786
H 1.340780 0.704879 0.689673 -0.008 0.714 -0.204



(2)
130
Properties=species:S:1:pos:R:3:forces:R:3 method="wB97M-V/def2-TZVPD" homo_lumo_gap_ha=0.221 total_charge=-2 homo_energy_ha=-0.0835
Cs -1.146210 0.257744 -0.716837 -0.606 -0.028 -0.455
C 4.829505 1.107011 4.713966 -0.016 0.003 0.005
C 3.507826 1.709925 5.189843 0.009 -0.001 0.015
C 2.970908 0.824627 6.325121 0.000 0.007 -0.019
C 3.792681 3.113939 5.743092 0.003 -0.016 -0.017
C 2.478606 1.788725 4.064190 0.026 -0.014 0.013
C 2.717451 1.340001 2.776753 -0.073 0.000 0.062
C 1.749218 1.404244 1.779293 0.073 -0.064 -0.018
Se 2.224143 0.624030 0.062379 -0.193 -0.029 0.080
C 2.442683 -1.235937 0.566270 0.146 0.076 0.043
C 3.673585 -1.546096 1.143503 -0.013 -0.053 -0.005
C 3.989540 -2.816067 1.590436 0.011 0.000 0.003
C 3.002877 -3.796049 1.420449 0.012 0.020 -0.016
C 1.784376 -3.562256 0.819224 -0.010 -0.015 0.005
C 1.445242 -2.237028 0.334384 0.052 -0.124 -0.052
O 0.337858 -2.030580 -0.269592 0.329 0.185 0.090
C 0.765987 -4.692407 0.633836 0.012 -0.033 0.011
C 0.497148 -4.917996 -0.863032 0.006 0.002 -0.001
C -0.547801 -4.345779 1.351354 0.010 0.022 -0.018
C 1.258221 -6.023720 1.211399 -0.014 0.021 -0.004
C 5.322041 -3.177164 2.242629 0.013 -0.007 -0.004
C 6.286370 -1.990568 2.276277 -0.016 -0.015 -0.001
C 5.083728 -3.638647 3.688302 -0.006 0.015 -0.008
C 6.002801 -4.312338 1.462887 -0.007 0.015 0.009
C 0.477804 2.001643 2.010900 -0.053 0.044 0.135
O -0.403880 2.185717 1.089073 0.274 0.238 0.067
C 0.210603 2.407545 3.370507 -0.004 -0.026 -0.042
C 1.203586 2.303723 4.324167 -0.010 -0.030 0.009
C -1.193171 2.909076 3.731294 0.005 0.042 0.015
C -1.536850 4.196652 2.965240 -0.008 -0.028 -0.009
C -1.320111 3.226678 5.225613 0.018 -0.005 -0.018
C -2.245519 1.834926 3.409894 -0.065 -0.030 0.025
H 5.545184 1.081873 5.540627 -0.002 -0.004 0.003
H 4.686546 0.084697 4.358696 0.005 0.006 -0.009
H 5.266304 1.693187 3.902982 0.010 -0.007 -0.004
H 3.696864 0.756432 7.142189 0.008 0.003 0.000
H 2.039564 1.223292 6.730398 -0.004 -0.004 0.004
H 2.769852 -0.181625 5.952607 -0.004 -0.004 0.008
H 4.525933 3.068831 6.555205 0.001 0.004 0.004
H 4.186055 3.757694 4.953723 0.004 0.009 0.006
H 2.884022 3.577732 6.130388 -0.002 0.005 -0.002
H 3.673933 0.906808 2.518556 -0.002 -0.001 -0.004
H 4.396098 -0.745083 1.225870 0.006 0.006 0.000
H 3.222955 -4.797469 1.771369 -0.004 -0.003 -0.001
H 0.148848 -3.997194 -1.325548 -0.010 -0.004 0.002
H 1.412999 -5.243011 -1.365393 0.003 0.004 0.000
H -0.261085 -5.697190 -0.996800 -0.001 -0.003 -0.002
H -0.947131 -3.408750 0.971577 -0.004 0.009 0.010
H -1.286611 -5.138790 1.194761 0.005 -0.010 0.003
H -0.372752 -4.246115 2.425904 -0.009 0.006 0.003
H 2.171663 -6.366680 0.718922 0.002 -0.009 0.007
H 1.448333 -5.952295 2.285302 0.004 -0.011 0.000
H 0.487719 -6.783830 1.056630 -0.001 -0.003 -0.002
H 5.874950 -1.157726 2.848523 0.013 0.004 -0.005
H 7.226451 -2.291998 2.747339 0.001 -0.001 -0.001
H 6.508736 -1.633245 1.268892 0.001 0.010 0.001
H 4.610302 -2.840743 4.264407 0.005 -0.004 0.009
H 4.423544 -4.507268 3.718639 -0.004 0.000 0.003
H 6.027708 -3.908108 4.174265 0.003 -0.001 0.000
H 6.196201 -3.999665 0.434792 0.003 -0.008 -0.004
H 6.955031 -4.586272 1.929519 0.004 -0.002 0.002
H 5.373496 -5.202706 1.428189 -0.001 -0.008 -0.004
H 0.989825 2.627121 5.335669 -0.012 0.006 -0.001
H -0.781900 4.966461 3.145953 -0.001 0.004 -0.003
H -1.586157 3.988370 1.899372 0.022 0.013 0.002
H -2.508479 4.580896 3.292084 0.000 0.005 0.002
H -0.644915 4.031282 5.527893 0.003 -0.003 0.010
H -2.342263 3.550204 5.437816 -0.001 0.002 -0.009
H -1.110804 2.349036 5.841469 -0.004 0.004 0.012
H -2.292198 1.614851 2.344896 0.102 0.053 0.008
H -2.018842 0.911780 3.949487 -0.005 -0.001 0.003
H -3.233779 2.183366 3.729456 -0.006 -0.015 0.003
Cl -8.084274 -2.674475 0.060563 0.009 0.012 0.007
C -6.854463 -1.441603 -0.180870 -0.022 -0.031 0.005
C -6.231203 -0.857579 0.932914 0.000 0.006 -0.035
C -5.276241 0.102269 0.753176 0.019 -0.038 0.029
C -4.856431 0.558985 -0.550336 -0.029 -0.003 -0.100
O -3.954592 1.423991 -0.667284 0.063 0.110 0.081
C -5.534814 -0.059688 -1.668745 0.021 0.043 0.005
C -5.313980 0.308446 -3.047654 0.010 -0.034 -0.059
N -4.517791 1.203204 -3.502291 0.135 0.022 0.210
C -4.579519 1.521377 -4.848970 -0.139 -0.002 -0.154
C -5.781406 1.652379 -5.517354 0.052 -0.020 0.022
C -5.841409 2.018927 -6.874756 -0.005 0.013 -0.026
C -4.702349 2.280885 -7.577796 -0.009 -0.002 -0.022
C -3.447111 2.197101 -6.929061 0.009 -0.021 0.083
C -2.235051 2.497560 -7.592722 -0.008 0.014 -0.003
C -1.058522 2.442851 -6.909685 0.002 -0.019 -0.003
C -1.085201 2.071680 -5.546883 0.025 -0.015 0.010
N -2.183530 1.758540 -4.908724 0.031 -0.024 0.027
C -3.370281 1.822758 -5.565723 0.008 0.018 -0.069
C -6.509480 -1.048863 -1.443411 -0.011 0.003 -0.037
H -6.512113 -1.178075 1.928902 0.005 0.003 0.004
H -4.783016 0.556894 1.604381 -0.001 0.001 -0.008
H -5.920892 -0.272404 -3.762999 0.012 -0.004 0.018
H -6.700447 1.496024 -4.967203 0.002 0.007 0.008
H -6.809525 2.103885 -7.354764 0.004 -0.002 -0.004
H -4.737808 2.571625 -8.621518 -0.004 -0.001 -0.001
H -2.268355 2.782472 -8.639049 0.009 -0.003 -0.002
H -0.110765 2.679985 -7.374451 -0.010 0.006 -0.023
H -0.162479 2.057459 -4.972882 -0.053 -0.011 0.001
H -7.000348 -1.503408 -2.297682 -0.001 0.003 -0.001
N -2.411004 -1.425790 -4.042757 0.006 -0.016 0.039
C -1.404026 -2.362236 -3.539899 0.085 -0.005 -0.084
C -0.193379 -2.429652 -4.460869 0.000 0.031 0.052
C 0.531618 -1.087787 -4.573460 0.078 -0.241 0.036
N 0.755557 -0.507925 -3.261372 -0.166 0.389 0.002
H -2.066502 -0.469669 -4.007140 0.014 0.017 0.002
H -3.226552 -1.438133 -3.440363 0.007 -0.003 -0.003
H -1.865226 -3.350909 -3.469816 0.021 -0.009 -0.012
H -1.015226 -2.109986 -2.549720 -0.157 -0.055 0.155
H -0.491123 -2.761143 -5.460125 -0.007 0.002 -0.004
H 0.497960 -3.175647 -4.052650 0.006 -0.005 -0.013
H -0.090871 -0.395167 -5.142900 -0.017 0.029 -0.027
H 1.451395 -1.237275 -5.160618 0.000 0.016 0.012
H 1.204428 0.399111 -3.311987 0.104 -0.048 -0.001
H 1.245309 -1.100152 -2.600051 0.017 -0.085 -0.087
N -2.512200 3.346745 -2.345102 0.236 0.077 0.193
N -1.588240 3.858010 -1.403208 -0.134 -0.049 0.003
C -0.274613 3.885448 -1.540238 0.300 -0.295 -0.052
N 0.441724 4.388780 -0.499569 0.050 -0.001 0.117
N 0.188606 3.343739 -2.687238 -0.468 0.123 -0.049
N 1.480933 3.443182 -2.990797 0.200 0.008 0.057
O 1.865415 2.725293 -3.913423 0.037 -0.044 -0.038
O 2.244991 4.231981 -2.420295 0.018 0.000 -0.034
H -1.966665 2.976129 -3.117786 -0.038 -0.010 -0.037
H -2.965122 2.546509 -1.895404 -0.384 -0.039 -0.123
H -2.003809 4.177198 -0.544083 0.111 0.005 0.019
H 0.127987 3.970653 0.379241 -0.022 -0.140 0.001
H 1.438622 4.303823 -0.644905 -0.052 0.099 -0.038



(3)
62
Properties=species:S:1:pos:R:3:forces:R:3 method="wB97M-V/def2-TZVPD" spin_multiplicity=2 s2=0.762 homo_lumo_gap_ha="0.260 / 0.254" total_charge=+1 homo_energy_ha="-0.3840 / -0.3768"
Tc -0.932894 -0.149449 0.980672 0.552 0.594 -0.637
C -0.278467 3.759784 5.018768 -0.047 -0.025 -0.039
C -0.888515 4.289165 3.727276 -0.067 -0.156 0.079
N -1.977113 3.448656 3.227618 0.159 0.117 0.130
C -1.838115 2.320535 2.526883 -0.037 -0.264 -0.225
S -0.228807 1.885765 1.937898 0.169 -0.108 0.018
N -2.938158 1.629881 2.301669 0.064 0.209 0.075
N -2.736741 0.481145 1.596113 -0.358 0.036 -0.091
C -3.784000 -0.259511 1.357604 -0.039 0.071 0.068
C -5.174102 0.097096 1.763624 -0.024 -0.098 -0.037
C -3.478971 -1.497023 0.664682 0.109 -0.007 -0.077
C -4.446689 -2.418493 0.272269 -0.168 0.067 0.054
C -4.070604 -3.570396 -0.382059 -0.017 -0.067 -0.042
C -2.719833 -3.798417 -0.623452 -0.091 -0.101 -0.019
C -1.815725 -2.854803 -0.203625 -0.033 0.219 0.145
N -2.162874 -1.712704 0.417538 -0.163 -0.837 -0.225
H 0.524118 4.418947 5.352933 -0.033 -0.022 -0.001
H 0.136322 2.763394 4.860535 0.005 0.030 0.025
H -1.029700 3.702633 5.808414 0.037 0.005 -0.007
H -0.130007 4.359004 2.952049 0.004 0.055 -0.056
H -1.303239 5.283271 3.882776 -0.010 0.041 -0.054
H -2.900625 3.599116 3.604749 -0.031 0.009 -0.028
H -5.182792 1.078944 2.219873 -0.023 0.022 0.023
H -5.566698 -0.632372 2.477068 0.007 0.035 -0.023
H -5.835107 0.099881 0.892839 0.023 -0.001 0.041
H -5.486881 -2.215687 0.490883 0.052 -0.028 -0.035
H -4.811999 -4.291075 -0.701047 0.001 0.025 0.030
H -2.378673 -4.697582 -1.117363 0.015 0.044 0.006
H -0.756508 -3.027058 -0.347751 0.081 -0.041 0.013
C -2.135651 2.096046 -1.309916 0.080 0.008 -0.039
C -0.880983 1.385060 -1.720723 -0.241 -0.015 0.006
C 0.114953 2.022079 -2.466172 0.013 0.013 -0.108
C 1.312240 1.392539 -2.695915 0.104 0.073 0.017
C 1.488675 0.058672 -2.295711 -0.006 -0.119 -0.124
C 2.839118 -0.646690 -2.394386 -0.036 0.221 -0.120
Br 3.298871 -0.279536 -4.276132 0.031 -0.025 0.148
C 3.985942 -1.756673 -0.689478 -0.090 0.017 -0.091
C 3.257218 -1.851852 0.569872 0.185 -0.381 0.008
Br 2.921419 -3.447962 1.456033 0.025 -0.038 -0.021
C 2.433300 -0.822157 0.521858 -0.134 0.530 0.139
O 1.075126 -1.095055 0.520989 -0.040 -0.197 0.065
C 0.422887 -0.527999 -1.652086 -0.194 -0.062 -0.342
N -0.689074 0.141375 -1.283885 0.065 0.208 1.112
H -2.487728 2.754293 -2.104159 0.017 -0.030 0.003
H -1.935771 2.708019 -0.426444 -0.029 -0.011 -0.039
H -2.913692 1.377055 -1.058665 0.009 0.027 -0.013
H -0.041127 3.038794 -2.803451 0.003 -0.028 0.048
H 2.116076 1.929230 -3.180697 -0.009 -0.010 -0.008
H 4.962498 -2.204298 -0.708275 0.106 0.000 -0.067
O 2.982189 0.300381 -0.161763 -0.097 -0.034 0.007
B 1.005382 -1.686735 -0.850753 0.216 0.452 0.278
O 1.807512 -2.655128 -1.399910 -0.098 -0.384 -0.211
C 3.055526 -2.139075 -1.910080 0.193 0.083 0.262
C 4.048121 -2.823874 -2.822305 -0.141 -0.047 0.066
C 5.230681 -2.203378 -3.002774 0.021 0.072 -0.024
C 5.753364 -0.862435 -2.511590 -0.028 -0.008 -0.044
C 5.191838 0.069010 -1.714565 -0.114 0.017 0.190
C 3.830652 -0.297468 -1.183245 0.097 -0.182 -0.138
H 3.822437 -3.768311 -3.302922 0.015 0.087 -0.004
H 5.924816 -2.698424 -3.671190 -0.006 0.018 0.028
H 6.722024 -0.613624 -2.928595 -0.041 -0.016 -0.013
H 5.674560 1.015474 -1.502400 -0.016 -0.067 -0.085



Calculated energy relative to the best compared isomer or geometry (same formula, charge and spin) in order - 582.67, 0.00, 859.08 kJ/mol